53
Properties=species:S:1:pos:R:3 method="wB97M-V/def2-TZVPD" homo_lumo_gap_ev="5.1 / 5.1" total_energy_ha=-1806.14458 charge=+1 molar_mass_da=540.964 de_lowest_kcal_mol=15.5 lumo_energy_ev="-4.97 / -4.95"
Pd 1.565 -0.672 0.773
O 3.400 -1.071 1.426
C 4.308 -0.248 1.935
C 5.183 -0.773 2.898
C 6.231 -0.035 3.398
C 6.445 1.278 2.974
C 5.568 1.822 2.075
C 4.486 1.089 1.557
C 3.550 1.713 0.643
N 2.451 1.176 0.144
C 1.844 2.113 -0.679
C 2.597 3.234 -0.687
N 3.666 2.965 0.146
H 5.009 -1.794 3.210
H 6.896 -0.478 4.129
H 7.277 1.857 3.351
H 5.721 2.852 1.767
H 0.924 1.902 -1.196
H 2.479 4.172 -1.202
H 4.408 3.608 0.362
S 2.089 -2.947 -3.379
C 1.119 -3.831 -2.287
C 1.097 -3.207 -1.088
N 1.839 -2.042 -1.030
C 2.407 -1.793 -2.172
H 0.633 -4.748 -2.581
H 0.580 -3.554 -0.208
H 3.049 -0.940 -2.347
C -0.411 -0.507 0.767
C -1.578 -0.354 0.405
C -2.874 -0.190 -0.015
C -3.878 -1.188 0.288
C -3.486 -2.473 0.697
C -4.432 -3.447 0.936
C -5.785 -3.146 0.805
C -6.192 -1.865 0.453
C -5.248 -0.890 0.193
C -3.150 0.983 -0.840
C -4.047 0.918 -1.917
C -4.229 2.017 -2.736
C -3.542 3.197 -2.478
C -2.647 3.272 -1.414
C -2.435 2.169 -0.611
H -2.430 -2.687 0.804
H -4.122 -4.443 1.224
H -6.527 -3.911 0.997
H -7.245 -1.627 0.390
H -5.565 0.116 -0.040
H -4.554 -0.011 -2.141
H -4.898 1.953 -3.584
H -3.694 4.060 -3.114
H -2.113 4.192 -1.217
H -1.739 2.215 0.216